Formula: C19H60N2O13
Source: OMol25
Level of theory: ωB97M-V/def2-TZVPD

Geometry as XYZ:
```
94
Properties=species:S:1:pos:R:3
O 13.56125 -2.17995 17.27160
O 14.78989 4.43440 22.21308
O 16.18534 5.96762 17.40039
O 16.94460 -0.08372 15.63673
O 12.63995 3.13367 16.63644
O 21.22025 4.97413 21.15284
O 17.94831 0.45774 19.37046
O 13.65380 -3.09604 20.70737
O 10.72813 -4.55771 17.32267
O 19.51628 -0.02832 17.19785
O 16.64055 -1.42566 21.38080
O 14.92841 0.12786 19.72719
O 8.44987 -0.09677 21.35771
N 10.94683 -2.60994 20.42839
N 20.91965 2.67150 18.31188
C 20.87002 2.93917 19.73427
C 20.30996 4.56496 22.15209
C 16.85018 4.90910 16.71196
C 13.82107 3.81117 16.22584
C 18.97269 -1.16500 16.50312
C 14.67052 -4.06205 20.56471
C 7.05509 -0.00841 21.23517
C 20.92336 4.49511 19.87153
C 15.58333 0.70713 18.62224
C 12.18985 -2.52971 17.15346
C 8.98321 -1.27369 20.69389
C 14.43898 3.13917 21.74186
C 16.66721 -0.75384 22.63628
C 10.44143 -1.37784 21.10968
C 11.23933 -0.20395 20.52310
C 16.91863 1.32405 18.95223
C 22.06306 2.23994 20.43625
C 18.15744 -0.75248 15.26379
C 12.01979 -3.98532 17.53283
H 18.22293 -1.67409 17.10706
H 16.75300 2.15680 19.64830
H 8.34543 -2.09818 21.00963
H 6.73335 -0.43941 20.27819
H 13.45586 2.83670 22.10588
H 6.68594 1.01697 21.19964
H 15.18136 2.42011 22.10423
H 15.06619 -4.32650 19.58009
H 15.56398 -3.69727 21.09067
H 11.90443 -2.39680 16.10255
H 13.80206 -2.45610 19.99342
H 16.69316 6.12273 18.20147
H 15.64749 -0.50591 22.94309
H 20.42728 0.04240 16.89273
H 17.18442 -0.96536 20.72179
H 12.26853 -0.19500 20.87634
H 11.95346 3.42617 16.02957
H 11.56972 -1.84893 17.74151
H 18.61408 -0.00128 14.61051
H 14.86132 1.37781 18.15591
H 19.72516 -1.82392 16.07504
H 17.37297 1.90267 18.13254
H 13.63399 4.86925 16.43252
H 8.91323 -1.01968 19.63208
H 19.34571 5.04151 21.94663
H 20.18665 3.48486 22.25396
H 20.58019 1.72112 18.20932
H 10.58353 -1.59796 22.16470
H 14.06394 3.68715 15.16418
H 19.92036 4.82709 19.55854
H 12.34520 -4.26175 18.53380
H 17.93630 5.02287 16.74275
H 14.66457 3.43916 16.79764
H 22.94319 2.42749 19.81816
H 17.03175 -1.41702 23.41894
H 17.18847 0.20287 22.62956
H 15.54016 -0.36611 20.30052
H 16.59584 4.83619 15.65551
H 11.20570 -0.29500 19.43862
H 14.72292 4.44475 23.16963
H 21.91366 1.16132 20.36118
H 14.41114 -4.97848 21.09751
H 16.35403 -0.08378 14.87929
H 17.93164 -1.66956 14.71080
H 20.64363 4.91984 23.12605
H 10.81335 -2.59253 19.43001
H 19.90267 2.63306 20.14394
H 15.81236 -0.03450 17.84321
H 20.39592 3.20242 17.63022
H 13.69670 -1.23611 17.15968
H 18.29077 0.00380 18.58087
H 21.62243 4.94613 19.16815
H 10.61381 -4.60476 16.36839
H 12.67493 -4.53830 16.84730
H 10.72686 0.71730 20.81752
H 22.26058 2.59043 21.44494
H 6.49311 -0.54058 22.00884
H 11.92189 -2.82951 20.65195
H 14.46144 3.03144 20.66008
H 16.51793 3.99843 17.21225
```

Output
Highest occupied orbital energy ... -7.994 eV
LUMO ... 0.09 eV
Spin multiplicity ... 1
Structure (SMILES) ... COC[C@H](C)N.COC[C@H](C)N.OCCO.OCCO.OCCO.CO.CO.CO.CO.CO
Kohn-Sham gap ... 8.082 eV



Formula: C19H61N17O10
Source: OMol25
Level of theory: ωB97M-V/def2-TZVPD

Geometry as XYZ:
```
107
Properties=species:S:1:pos:R:3
O 0.65922 -4.17781 1.47090
O 1.68761 4.37557 -3.38637
O 2.10556 3.33471 1.66970
O -1.07042 -0.06459 -4.37962
O -3.30408 -0.87681 -0.30704
O 6.31617 1.05590 -1.15847
O -3.44502 3.46511 3.59445
O 2.01088 0.36775 -0.69187
O -0.79511 -0.64811 3.09570
O 2.81897 -2.70854 -5.55407
N -2.38566 -6.05069 0.71179
N 0.76490 -0.39868 4.74280
N 0.02644 3.60478 0.78170
N 4.73788 1.02858 0.49794
N 4.15935 -4.13929 -3.41265
N 0.76679 1.09267 -5.13988
N 6.89915 0.43581 0.94061
N 0.39544 2.59933 -2.75411
N -5.25367 5.34853 4.86119
N 2.45391 2.89780 -1.84117
N 0.73028 0.83689 1.13243
N -5.15134 -0.38269 0.90503
N 1.44827 5.36451 0.86862
N 0.93303 -2.14114 3.30369
N -3.37807 -1.28070 1.96713
N -0.74563 0.31998 -6.60238
N -0.11931 -0.37771 -0.55190
C 3.42489 -1.98512 -4.48016
C -5.70897 4.21635 4.05110
C 1.22467 4.05815 1.20525
C 6.00395 0.87166 0.01195
C 0.79665 -3.42132 0.29143
C -7.05744 4.53962 3.43034
C -0.36534 0.35997 -5.30178
C 1.50914 3.39459 -2.66155
C 0.22137 -1.03465 3.68488
C -2.12957 -4.75403 2.86107
C 3.37425 -2.88554 -3.26404
C -1.63175 -4.98173 1.43090
C -4.67377 3.89383 2.99618
C 3.78913 -2.16757 -1.97256
C -0.14256 -5.34382 1.37559
C 2.75443 -1.92844 -6.70451
C 0.99586 0.14799 0.01294
C -2.66998 2.71628 2.67340
C -3.86798 -0.81967 0.77684
H 2.42979 -3.34195 -2.95822
H -3.92702 -1.38785 2.79595
H -2.72945 -6.62456 1.47609
H 4.63962 1.15019 1.48715
H 1.74937 -0.57025 4.86446
H 2.39065 5.70216 0.92340
H -1.55332 -0.24906 -6.79657
H 1.52590 -2.53840 4.00944
H -0.05354 -0.70867 -1.50427
H 3.98642 0.99697 -0.17348
H -0.18553 0.69151 -7.34170
H -6.01289 5.59984 5.48645
H 3.69990 -2.72986 -1.04410
H -5.59762 0.10425 0.14983
H 4.46765 -1.70055 -4.66462
H -0.16177 -3.07049 -0.09329
H 3.82416 -4.43721 -4.33201
H 6.55354 0.01473 1.78103
H 1.42788 -2.53891 0.41000
H -2.43238 -1.62620 1.97205
H 0.02283 0.62692 1.82278
H -1.59242 2.69032 2.85673
H 2.11751 2.12432 -1.27711
H -0.58808 4.16796 0.22735
H -5.52722 -0.33912 1.83270
H 0.07582 -6.06151 2.17045
H 3.12602 -1.30528 -1.86328
H 7.78919 0.21385 0.52751
H 1.40045 -4.00676 -0.41103
H 0.98677 1.42815 -4.20829
H -1.79907 -6.58193 0.08574
H 1.40505 1.58904 1.29744
H -2.67449 3.15273 1.67104
H -0.38972 3.06351 -3.17652
H -1.78500 -3.79248 3.23930
H -3.21779 -4.64729 2.82988
H 3.71748 -1.50373 -7.01929
H 0.44185 0.45691 5.15635
H -7.15807 5.62093 3.30486
H -1.85682 -4.16418 0.74041
H 0.60453 5.88680 0.73059
H 2.17079 -1.02497 -6.48144
H -3.00766 1.68607 2.80819
H 5.13337 -3.94554 -3.64630
H 3.33814 3.36343 -1.76350
H -5.07273 3.06943 2.38979
H 4.78703 -1.71889 -1.96633
H 2.92898 -1.02007 -4.33489
H 0.37237 1.80351 -2.13731
H 1.28057 1.44904 -5.92075
H -7.16813 4.14251 2.42036
H -4.52697 4.93365 5.43884
H 2.29997 -2.42452 -7.56001
H 0.50890 -2.72869 2.58521
H -0.20707 2.66998 1.07610
H -7.85839 4.22302 4.09689
H -5.88598 3.41505 4.77906
H -1.01879 -0.19830 -0.14383
H -4.55997 4.67519 2.23888
H 0.16338 -5.86318 0.46092
H -1.93050 -5.61924 3.49355
```

Output
Highest occupied orbital energy ... -9.182 eV
LUMO ... 0.23 eV
Spin multiplicity ... 1
Structure (SMILES) ... COC[C@H](C)N.COC[C@H](C)N.COC[C@H](C)N.NC(N)=O.NC(N)=O.NC(N)=O.NC(N)=O.NC(N)=O.NC(N)=O.NC(N)=O
Kohn-Sham gap ... 9.411 eV



Question: LUMO of number 2 (C19H61N17O10)?
Answer: 0.23 eV



Question: Number 1 is which compound?
Answer: C19H60N2O13



Question: Which value of LUMO does entry 1 give?
Answer: 0.09 eV